The following is a quantum chemistry calculation of C16H20N4O2S in the gas phase, from the OMol25 dataset.

Each line ends with the Mulliken charge.
Geometry (Å):
O: -3.056 -1.292 1.804  -0.673
C: -2.926 -1.429 0.608  0.529
C: -3.216 -2.768 -0.070  -0.752
S: -2.045 -3.120 -1.422  -0.260
C: -0.589 -2.850 -0.504  0.500
N: -0.418 -3.288 0.724  -0.885
N: 0.781 -2.800 1.069  0.340
C: 1.305 -2.087 0.046  0.439
C: 2.553 -1.363 0.055  0.750
C: 3.431 -1.438 1.138  -0.650
C: 4.603 -0.714 1.149  -0.758
C: 4.917 0.105 0.071  -0.447
C: 4.067 0.192 -1.009  -0.623
C: 2.878 -0.539 -1.042  0.315
O: 2.090 -0.419 -2.116  -0.707
N: 0.443 -2.114 -0.965  -0.526
N: -2.553 -0.449 -0.233  -0.085
C: -2.125 0.864 0.206  -0.436
C: -0.597 0.968 0.182  -0.100
C: -0.143 2.356 0.620  -1.036
C: -0.764 3.426 -0.273  -0.656
C: -2.286 3.327 -0.238  -0.691
C: -2.743 1.941 -0.684  -0.758
H: -3.158 -3.564 0.671  0.378
H: -4.207 -2.757 -0.523  0.422
H: 1.142 -2.972 1.993  0.213
H: 3.193 -2.075 1.977  0.363
H: 5.274 -0.785 1.991  0.404
H: 5.833 0.675 0.078  0.401
H: 4.296 0.821 -1.855  0.449
H: 1.312 -1.015 -2.014  0.548
H: -2.409 -0.675 -1.208  0.352
H: -2.481 0.973 1.235  0.390
H: -0.173 0.212 0.847  0.183
H: -0.239 0.768 -0.832  0.295
H: -0.447 2.525 1.655  0.374
H: 0.946 2.415 0.574  0.360
H: -0.449 4.416 0.061  0.355
H: -0.414 3.290 -1.298  0.320
H: -2.639 3.513 0.779  0.330
H: -2.726 4.085 -0.889  0.355
H: -3.831 1.870 -0.642  0.321
H: -2.431 1.771 -1.718  0.358

Kohn-Sham gap (eV): 8.927
Spin multiplicity: 1
HOMO level (eV): -8.60
ΔE to the lowest compared entry with this formula, charge and spin (kJ/mol): 56.2
E_LUMO (eV): 0.33

The following is a quantum chemistry calculation of a molecular structure, C2H5N2, from the OMol25 dataset.

Each line ends with the Mulliken charge.
Geometry (Å):
C: 0.179 0.991 -0.319  0.091
C: -0.073 -0.802 0.320  -0.239
N: 0.455 -0.187 -0.831  -0.177
N: -0.422 0.521 0.823  -0.233
H: 0.129 2.091 -0.918  0.332
H: -0.843 -1.451 -0.031  0.316
H: 0.699 -1.439 0.913  0.275
H: 0.412 -0.501 -1.798  0.314
H: -0.537 0.777 1.841  0.321

Kohn-Sham gap (eV): 11.957
Spin multiplicity: 1
HOMO level (eV): -16.62
Net charge: +1
ΔE to the lowest compared entry with this formula, charge and spin (kJ/mol): 74.9
E_LUMO (eV): -4.66

The following is a quantum chemistry calculation of a molecular structure, C41H43F4N2OPPd, from the OMol25 dataset.

Each line ends with the Mulliken charge.
Geometry (Å):
Pd: 0.380 -0.378 -0.177  0.129
C: -1.760 -2.880 0.375  -1.316
N: -0.607 -2.264 1.042  0.933
C: 0.372 -3.327 1.297  -0.928
C: -1.036 -1.582 2.254  -0.668
C: -1.923 -0.389 1.923  -1.425
N: -1.514 0.309 0.697  1.939
C: -1.993 1.545 0.450  -0.608
C: -1.706 2.156 -0.801  0.019
F: -1.016 1.476 -1.719  -0.553
C: -2.125 3.427 -1.130  0.085
F: -1.781 3.926 -2.309  -0.335
C: -2.906 4.160 -0.258  -0.189
C: -3.255 3.590 0.954  0.291
F: -4.009 4.268 1.806  -0.340
C: -2.809 2.337 1.321  0.558
F: -3.205 1.884 2.506  -0.412
H: -2.275 -3.569 1.056  0.364
H: -1.426 -3.443 -0.493  0.288
H: -2.472 -2.124 0.048  0.289
H: -0.034 -4.093 1.968  0.422
H: 1.285 -2.930 1.736  0.216
H: 0.636 -3.802 0.352  0.186
H: -0.158 -1.216 2.785  -0.185
H: -1.573 -2.257 2.934  0.492
H: -1.979 0.242 2.806  0.598
H: -2.950 -0.713 1.708  0.782
H: -3.255 5.149 -0.520  0.644
C: 3.308 2.994 3.255  -1.520
C: 2.957 1.597 3.700  0.949
C: 3.313 1.240 5.000  -0.868
C: 3.106 -0.029 5.507  -0.908
C: 2.555 -1.011 4.700  -0.919
C: 2.179 -0.681 3.411  -1.218
C: 2.336 0.609 2.910  1.172
P: 1.798 0.926 1.204  2.344
C: 1.187 2.637 1.116  0.986
C: 1.643 3.429 0.049  -0.866
C: 1.195 4.727 -0.118  -0.957
C: 0.288 5.255 0.789  -0.930
C: -0.156 4.485 1.849  -0.681
C: 0.268 3.173 2.036  0.827
C: -0.202 2.436 3.258  -1.346
C: 3.314 0.799 0.239  0.699
C: 4.601 0.857 0.757  -1.286
C: 5.676 0.538 -0.062  -0.820
C: 5.455 0.126 -1.372  -0.892
C: 4.168 0.050 -1.880  -0.769
C: 3.089 0.424 -1.081  1.631
C: 1.714 0.471 -1.577  -2.265
H: 4.224 3.306 3.755  0.603
H: 2.532 3.710 3.528  0.353
H: 3.471 3.079 2.184  0.225
H: 3.789 1.988 5.622  0.519
H: 3.401 -0.257 6.522  0.442
H: 2.425 -2.020 5.063  0.485
H: 1.773 -1.444 2.771  0.083
H: 2.388 3.040 -0.629  0.433
H: 1.566 5.328 -0.936  0.519
H: -0.055 6.275 0.681  0.475
H: -0.843 4.913 2.569  0.554
H: 0.496 2.579 4.083  0.459
H: -0.272 1.361 3.098  -0.194
H: -1.168 2.808 3.589  0.544
H: 4.772 1.102 1.797  0.339
H: 6.683 0.576 0.329  0.513
H: 6.296 -0.148 -1.992  0.432
H: 3.997 -0.268 -2.899  0.542
H: 1.472 0.018 -2.533  0.782
H: 1.210 1.425 -1.449  0.477
C: -3.806 -5.183 -6.002  -1.509
C: -3.165 -4.214 -5.061  0.555
C: -1.799 -4.270 -4.795  -0.924
C: -1.188 -3.398 -3.913  0.466
C: 0.289 -3.517 -3.688  -1.204
C: -1.988 -2.420 -3.267  0.760
C: -1.454 -1.498 -2.317  0.168
O: -0.277 -1.455 -1.913  -0.634
C: -3.382 -2.341 -3.539  0.816
C: -4.283 -1.314 -2.899  -1.488
C: -3.937 -3.241 -4.424  -0.897
H: -3.069 -5.698 -6.614  0.382
H: -4.518 -4.679 -6.655  0.395
H: -4.361 -5.934 -5.436  0.318
H: -1.196 -5.013 -5.300  0.375
H: 0.708 -4.273 -4.348  0.450
H: 0.509 -3.800 -2.657  0.185
H: 0.799 -2.572 -3.870  0.236
H: -2.157 -0.766 -1.908  -0.121
H: -4.314 -1.417 -1.813  0.278
H: -5.300 -1.437 -3.263  0.418
H: -3.972 -0.297 -3.138  0.341
H: -4.996 -3.192 -4.637  0.418

Kohn-Sham gap (spin up / spin down) (eV): 4.758 / 4.745
Spin multiplicity: 1
HOMO level (spin up / spin down) (eV): -13.48 / -13.47
Net charge: +2
E_LUMO (spin up / spin down) (eV): -8.72 / -8.73

The following is a quantum chemistry calculation of a molecular structure, C5H9NO, from the OMol25 dataset.

Each line ends with the Mulliken charge.
Geometry (Å):
C: 1.032 0.302 -0.553  -0.142
C: 0.387 -0.887 -1.027  -0.099
C: -1.058 -0.215 -0.433  -0.166
C: 1.730 0.407 0.792  -0.436
C: -1.522 0.684 0.681  -1.183
N: -0.460 -1.484 -0.077  -0.484
O: 2.753 0.119 -0.037  -0.577
H: -0.929 -2.334 -0.363  0.261
H: 1.145 1.140 -1.232  0.441
H: 0.507 -1.264 -2.041  0.385
H: -1.719 -0.208 -1.297  0.456
H: 1.704 1.419 1.227  0.303
H: 1.399 -0.381 1.485  0.284
H: -1.590 1.714 0.336  0.315
H: -0.859 0.625 1.539  0.270
H: -2.518 0.363 1.000  0.370

Kohn-Sham gap (eV): 9.237
Spin multiplicity: 1
HOMO level (eV): -8.47
ΔE to the lowest compared entry with this formula, charge and spin (kJ/mol): 509.2
E_LUMO (eV): 0.76

The following is a quantum chemistry calculation of a molecular structure, C6H5N2O6V, from the OMol25 dataset.

Each line ends with the Mulliken charge.
Geometry (Å):
O: -0.026 4.192 -0.084  -0.165
C: -0.016 3.671 -1.087  0.166
V: -0.025 -0.567 -1.619  -0.153
C: 0.022 -2.493 -1.312  0.352
O: 0.049 -3.637 -1.149  -0.197
C: -0.038 -1.228 -3.575  0.421
O: -0.040 -1.637 -4.677  -0.224
C: 1.630 0.187 -0.961  0.524
O: 2.666 0.610 -0.606  -0.250
C: -1.639 0.200 -0.948  0.497
O: -2.655 0.608 -0.612  -0.209
H: 0.041 0.465 -2.754  0.179
N: 1.227 -0.295 2.624  -0.458
C: 0.010 -0.191 1.938  0.483
N: -1.232 -0.287 2.597  -0.474
O: 0.004 0.185 0.749  -0.519
H: 1.117 -0.093 3.607  0.259
H: 1.960 0.192 2.123  0.257
H: -1.941 0.208 2.128  0.247
H: -1.113 -0.088 3.617  0.264

Kohn-Sham gap (spin up / spin down) (eV): 7.842 / 9.235
Spin multiplicity: 4
HOMO level (spin up / spin down) (eV): -12.91 / -14.80
Net charge: +1
E_LUMO (spin up / spin down) (eV): -5.07 / -5.57

The following is a quantum chemistry calculation of 2 unconnected molecules or ions with the total composition CH6N2O2, from the OMol25 dataset.

Each line ends with the Mulliken charge.
Geometry (Å):
N: 1.249 0.768 0.735  -0.630
C: -0.040 1.032 1.358  0.659
O: -0.080 1.581 2.450  -0.560
O: -1.063 0.670 0.589  -0.406
H: 1.687 0.037 1.327  0.252
H: 1.770 1.609 0.997  0.311
H: -0.658 0.110 -0.183  0.473
N: -0.690 -1.212 -1.628  -0.827
H: -1.437 -1.129 -2.273  0.233
H: 0.132 -1.319 -2.157  0.240
H: -0.870 -2.146 -1.216  0.256

Kohn-Sham gap (eV): 10.359
Spin multiplicity: 1
HOMO level (eV): -9.74
ΔE to the lowest compared entry with this formula, charge and spin (kJ/mol): 84.6
E_LUMO (eV): 0.62

Computed maximum force (eV Å⁻¹) in order:
0.68, 4.26, 1.66, 3.81, 7.91, 2.22